1.
An isolated molecule of C3H8N2O2. Source: the OMol25 dataset; level of theory: ωB97M-V/def2-TZVPD.

The frontier orbital gap comes out at 10.30 eV. The LUMO energy comes out at 0.6 eV. As for the SMILES: NC(=O)NCCO. The value obtained for the total energy is -10315.98226 eV.

```
! RIJCOSX wB97M-V def2-TZVPD def2/J DEFGRID3
* xyz 0 1
N -1.27998 1.56354 0.32619
C -0.27513 1.09496 -0.56082
O -0.44914 1.04714 -1.75412
N 0.87448 0.63027 0.09408
C 1.17084 -0.77706 -0.19285
C 0.01466 -1.63978 0.36198
O -1.25403 -1.08483 0.10923
H -2.08025 1.93186 -0.17120
H -0.99979 2.12773 1.11649
H 0.80787 0.74981 1.09920
H 2.12513 -1.04537 0.28129
H 1.29240 -0.89150 -1.27239
H 0.16908 -1.79507 1.44209
H 0.02222 -2.62655 -0.11447
H -1.42505 -0.24088 0.59700
*
```

2.
The ion C3H8N2O2 with charge +1. Source: the OMol25 dataset; level of theory: ωB97M-V/def2-TZVPD.

The frontier orbital gap (spin up / spin down) comes out at 10.94 / 5.57 eV. The LUMO energy (spin up / spin down) comes out at -3.7 / -9.1 eV. The value obtained for the total energy is -10306.33359 eV.

```
! RIJCOSX wB97M-V def2-TZVPD def2/J DEFGRID3
* xyz 1 2
O -1.66104 1.12575 0.79174
C -0.62644 0.65378 0.41587
N 0.63485 0.96673 0.85948
C 1.81118 0.38642 0.27079
O 2.26640 -0.69130 1.09894
C -0.75590 -0.31037 -0.83825
N -2.17889 -0.51417 -0.98267
H 0.81419 1.50013 1.70407
H 1.61431 -0.02388 -0.74072
H 2.62703 1.10598 0.27335
H 1.51198 -1.28122 1.19165
H -0.50293 0.14538 -1.81068
H -0.25145 -1.27940 -0.78716
H -2.72559 -0.35517 -0.13379
H -2.57769 -1.42865 -1.31264
*
```

Across the entries above, energy above the lowest of the compared OMol25 structures with the same formula, charge and spin takes the values 22.4, 40.1 kcal per mole, respectively.